Model one:
99
Properties=species:S:1:pos:R:3 method="wB97M-V/def2-TZVPD" homo_ev="-1.0 / -1.0" homo_lumo_gap_ev="5.33 / 4.93" total_charge=-2 spin_multiplicity=2 s2=0.784
Cu 0.00 -1.12 2.08
C 3.33 -0.39 -1.60
C 3.75 0.45 -0.40
P 2.59 0.11 1.03
C 3.17 -1.59 1.52
C 4.65 -1.83 1.79
C 3.34 1.12 2.43
C 4.69 1.79 2.23
H 3.85 -0.06 -2.50
H 2.26 -0.30 -1.76
H 3.56 -1.44 -1.43
H 3.63 1.51 -0.64
H 4.79 0.28 -0.13
H 2.81 -2.24 0.73
H 2.57 -1.82 2.41
H 5.24 -1.64 0.89
H 4.80 -2.87 2.07
H 5.02 -1.20 2.59
H 3.37 0.44 3.29
H 2.59 1.88 2.65
H 5.48 1.07 2.02
H 4.96 2.33 3.15
H 4.65 2.51 1.42
F 0.82 8.26 1.55
C 0.56 6.91 1.46
C -0.19 6.44 0.41
C -0.43 5.08 0.32
C 0.07 4.19 1.26
C 0.81 4.71 2.32
C 1.07 6.07 2.43
Sb -0.30 1.99 1.21
C -2.38 2.62 1.14
C -3.08 2.94 -0.01
C -4.39 3.38 0.05
C -5.01 3.46 1.28
F -6.31 3.90 1.34
C -4.35 3.12 2.45
C -3.04 2.70 2.36
C 0.10 2.09 -0.93
C -0.56 1.34 -1.89
C -0.23 1.45 -3.24
C 0.77 2.33 -3.60
F 1.08 2.50 -4.92
C 1.48 3.06 -2.66
C 1.14 2.92 -1.33
H -0.58 7.13 -0.33
H -1.01 4.70 -0.51
H 1.19 4.03 3.07
H 1.64 6.47 3.26
H -2.59 2.86 -0.97
H -4.95 3.63 -0.84
H -4.88 3.18 3.39
H -2.51 2.42 3.26
H -1.34 0.65 -1.59
H -0.73 0.87 -3.99
H 2.27 3.73 -2.97
H 1.69 3.48 -0.58
C -2.92 -2.95 1.59
Si -3.01 -1.05 1.86
C -4.40 -0.42 0.71
C -3.62 -0.89 3.68
O -1.68 -0.25 1.62
H -3.83 -3.47 1.87
H -2.10 -3.37 2.16
H -2.71 -3.18 0.55
H -5.36 -0.83 1.01
H -4.21 -0.72 -0.32
H -4.47 0.66 0.73
H -4.57 -1.39 3.85
H -3.74 0.15 3.97
H -2.88 -1.33 4.34
F 0.15 1.38 4.17
B 0.03 0.00 4.20
F -0.21 -0.28 5.50
C 0.22 -2.12 0.35
C 0.14 -2.80 -0.66
C 0.04 -3.57 -1.83
C -1.25 -3.66 -2.45
C -1.66 -4.74 -3.26
C -2.93 -4.78 -3.80
C -3.85 -3.77 -3.55
C -3.47 -2.72 -2.73
C -2.21 -2.66 -2.18
C 1.22 -4.22 -2.32
C 1.38 -4.59 -3.67
C 2.53 -5.20 -4.11
C 3.58 -5.46 -3.25
C 3.47 -5.05 -1.92
C 2.33 -4.44 -1.47
H -1.00 -5.57 -3.43
H -3.21 -5.63 -4.42
H -4.84 -3.82 -3.97
H -4.19 -1.93 -2.51
H -1.94 -1.84 -1.53
H 0.60 -4.34 -4.37
H 2.62 -5.46 -5.17
H 4.47 -5.97 -3.60
H 4.30 -5.20 -1.24
H 2.24 -4.13 -0.44

---

Model two:
99
Properties=species:S:1:pos:R:3 method="wB97M-V/def2-TZVPD" homo_ev="-1.4 / -1.4" homo_lumo_gap_ev="5.62 / 5.58" total_charge=-2 spin_multiplicity=2 s2=0.780
Cu 0.08 0.74 2.44
C -1.07 1.08 -3.36
C -1.55 -0.36 -3.25
P -1.80 -0.82 -1.47
C -3.07 0.41 -0.98
C -4.38 0.49 -1.77
C -2.79 -2.40 -1.59
C -3.52 -2.74 -2.89
H -0.67 1.30 -4.35
H -0.28 1.29 -2.63
H -1.88 1.79 -3.17
H -0.79 -1.04 -3.64
H -2.45 -0.50 -3.86
H -2.55 1.37 -0.98
H -3.27 0.22 0.08
H -4.19 0.69 -2.83
H -5.01 1.30 -1.39
H -4.95 -0.43 -1.69
H -3.50 -2.36 -0.75
H -2.10 -3.21 -1.34
H -4.24 -1.97 -3.17
H -4.07 -3.69 -2.79
H -2.82 -2.85 -3.72
F 5.13 -6.94 -1.67
C 4.25 -6.02 -1.18
C 4.51 -4.68 -1.37
C 3.61 -3.75 -0.86
C 2.45 -4.13 -0.18
C 2.24 -5.50 -0.03
C 3.13 -6.46 -0.51
Sb 0.87 -2.80 0.74
C 2.14 -2.58 2.47
C 3.49 -2.29 2.35
C 4.31 -2.16 3.47
C 3.74 -2.34 4.71
F 4.54 -2.22 5.81
C 2.41 -2.63 4.88
C 1.61 -2.74 3.75
C 1.67 -1.14 -0.34
C 2.15 0.01 0.28
C 2.62 1.09 -0.46
C 2.62 0.99 -1.84
F 3.08 2.03 -2.58
C 2.16 -0.14 -2.49
C 1.68 -1.19 -1.73
H 5.41 -4.37 -1.90
H 3.82 -2.70 -1.02
H 1.35 -5.85 0.49
H 2.96 -7.52 -0.39
H 3.93 -2.15 1.37
H 5.36 -1.91 3.38
H 2.00 -2.73 5.88
H 0.56 -2.94 3.87
H 2.16 0.09 1.37
H 2.97 1.99 0.01
H 2.16 -0.17 -3.58
H 1.31 -2.08 -2.24
C -1.68 -1.37 4.75
Si -1.85 -1.79 2.92
C -2.13 -3.67 2.82
C -3.52 -1.05 2.42
O -0.62 -1.29 2.03
H -2.56 -1.71 5.31
H -1.59 -0.29 4.87
H -0.79 -1.81 5.21
H -3.00 -3.95 3.42
H -1.27 -4.24 3.18
H -2.31 -3.98 1.79
H -4.29 -1.32 3.16
H -3.85 -1.42 1.45
H -3.45 0.04 2.38
F 2.77 0.86 3.84
B 1.40 0.85 3.97
F 1.13 0.91 5.32
C -0.60 2.01 1.11
C -0.67 2.96 0.31
C -0.52 4.05 -0.53
C 0.61 4.95 -0.33
C 0.71 6.22 -0.94
C 1.79 7.05 -0.70
C 2.81 6.67 0.16
C 2.71 5.44 0.80
C 1.63 4.60 0.57
C -1.50 4.26 -1.60
C -1.14 4.67 -2.89
C -2.09 4.79 -3.90
C -3.42 4.50 -3.65
C -3.80 4.09 -2.38
C -2.86 3.97 -1.37
H -0.08 6.56 -1.60
H 1.83 8.02 -1.19
H 3.65 7.32 0.35
H 3.48 5.12 1.50
H 1.55 3.65 1.09
H -0.10 4.85 -3.11
H -1.77 5.08 -4.89
H -4.16 4.58 -4.44
H -4.84 3.85 -2.17
H -3.14 3.63 -0.39

---

Preferred: model two; penalty for the next structure: 29.8 kcal/mol.

---

Model one:
97
Properties=species:S:1:pos:R:3 method="wB97M-V/def2-TZVPD" homo_ev=-9.1 smiles=COC[C@H](C)N.OCCO.OCCO.OCCO.OCCO.OCCO.OCCO.OCCO.OCCO homo_lumo_gap_ev=9.14 total_charge=0
C 1.41 -7.66 -3.05
O 1.02 -6.38 -3.52
C -0.24 -6.01 -2.93
C -0.78 -4.65 -3.40
C 0.28 -3.57 -3.11
N -1.99 -4.36 -2.79
H 1.74 -7.58 -2.01
H 2.24 -7.94 -3.68
H 0.70 -8.48 -3.17
H -0.93 -6.84 -2.98
H 0.04 -5.90 -1.88
H -0.96 -4.71 -4.48
H 0.47 -3.67 -2.04
H 0.01 -2.60 -3.52
H 1.18 -3.81 -3.68
H -2.20 -3.41 -3.08
H -2.59 -5.02 -3.28
O -2.59 4.21 -1.37
C -1.49 3.82 -2.22
C -1.57 2.40 -2.83
O -2.63 2.38 -3.79
H -2.68 3.57 -0.66
H -1.28 4.58 -2.96
H -0.60 3.93 -1.60
H -1.87 1.74 -2.02
H -0.65 2.18 -3.37
H -2.23 2.60 -4.64
O -2.85 2.94 1.02
C -4.16 2.32 0.79
C -4.18 1.30 -0.36
O -4.62 2.00 -1.54
H -2.88 3.16 1.95
H -4.22 1.75 1.72
H -4.92 3.10 0.78
H -5.01 0.60 -0.37
H -3.22 0.89 -0.67
H -3.93 2.11 -2.20
O 2.60 0.81 2.32
C 3.73 0.07 1.87
C 3.53 -1.41 1.92
O 4.66 -2.11 1.44
H 2.92 1.51 2.88
H 4.00 0.34 0.85
H 4.49 0.39 2.58
H 2.67 -1.65 1.30
H 3.17 -1.76 2.88
H 5.32 -2.02 2.13
O 1.23 0.73 0.10
C -0.16 0.70 0.38
C -0.64 -0.67 0.01
O -0.65 -0.89 -1.36
H 1.67 0.76 0.95
H -0.32 0.99 1.42
H -0.66 1.44 -0.24
H -1.66 -0.88 0.34
H 0.02 -1.40 0.47
H 0.26 -0.83 -1.67
O -4.40 -2.52 2.61
C -4.84 -1.34 3.22
C -3.68 -0.47 3.71
O -4.06 0.71 4.41
H -4.87 -2.50 1.77
H -5.41 -0.76 2.49
H -5.46 -1.50 4.10
H -2.90 -0.28 2.97
H -3.10 -1.05 4.42
H -4.40 0.36 5.24
O 2.00 -0.96 -2.55
C 2.16 -0.12 -3.68
C 2.71 1.25 -3.16
O 1.81 1.97 -2.37
H 2.84 -1.41 -2.41
H 2.75 -0.58 -4.47
H 1.22 0.10 -4.19
H 3.06 1.80 -4.04
H 3.64 1.14 -2.61
H 1.51 1.44 -1.62
O -1.54 1.04 6.14
C -0.14 0.91 6.35
C 0.71 1.12 5.07
O 0.67 2.51 4.75
H -1.85 1.93 6.28
H 0.30 1.57 7.10
H -0.03 -0.09 6.76
H 0.31 0.59 4.21
H 1.68 0.63 5.16
H 1.48 2.92 5.06
O 4.01 4.82 1.08
C 4.10 3.57 0.38
C 4.43 3.80 -1.07
O 3.30 4.17 -1.86
H 3.26 5.26 0.66
H 4.87 2.90 0.76
H 3.14 3.05 0.38
H 4.78 2.88 -1.53
H 5.12 4.64 -1.09
H 2.81 3.36 -2.03

---

Model two:
97
Properties=species:S:1:pos:R:3 method="wB97M-V/def2-TZVPD" homo_ev=-9.2 smiles=COC[C@H](C)N.OCCO.OCCO.OCCO.OCCO.OCCO.OCCO.OCCO.OCCO homo_lumo_gap_ev=9.23 total_charge=0
C -2.47 2.10 -1.43
O -3.79 2.16 -0.96
C -3.87 1.82 0.42
C -5.34 1.72 0.80
C -5.69 1.84 2.26
N -5.84 0.46 0.22
H -1.86 2.92 -1.03
H -2.39 2.12 -2.51
H -1.97 1.17 -1.14
H -3.35 0.88 0.65
H -3.33 2.61 0.97
H -5.80 2.57 0.26
H -5.10 2.66 2.67
H -5.30 0.94 2.75
H -6.76 1.93 2.39
H -6.84 0.41 0.41
H -5.73 0.52 -0.79
O 3.12 4.73 2.12
C 1.95 5.37 1.59
C 1.41 4.82 0.31
O 0.71 3.62 0.55
H 3.60 5.43 2.57
H 1.16 5.31 2.35
H 2.12 6.45 1.56
H 2.23 4.68 -0.41
H 0.71 5.51 -0.16
H 0.99 2.91 -0.04
O 0.35 1.24 -5.33
C 1.33 2.02 -4.64
C 0.62 2.95 -3.67
O -0.28 3.81 -4.37
H 0.77 0.97 -6.15
H 2.05 1.38 -4.13
H 1.94 2.61 -5.33
H 1.33 3.62 -3.17
H 0.13 2.37 -2.89
H -0.78 3.23 -4.96
O 2.92 -4.86 1.78
C 2.14 -6.08 1.77
C 0.67 -5.68 1.64
O 0.45 -5.09 0.38
H 3.29 -4.87 0.89
H 2.42 -6.67 0.90
H 2.27 -6.72 2.64
H 0.34 -5.04 2.46
H 0.11 -6.62 1.73
H -0.03 -4.27 0.54
O -1.36 -3.05 0.89
C -2.61 -2.97 1.55
C -3.63 -2.19 0.74
O -4.65 -1.66 1.57
H -1.08 -2.11 0.81
H -2.99 -3.97 1.79
H -2.42 -2.55 2.55
H -4.01 -2.87 -0.03
H -3.07 -1.40 0.22
H -4.92 -0.84 1.10
O -1.04 -0.45 -3.55
C -0.66 -1.72 -4.06
C -1.28 -2.81 -3.18
O -0.95 -4.09 -3.69
H -0.65 0.21 -4.14
H -1.00 -1.84 -5.09
H 0.42 -1.89 -4.07
H -2.36 -2.68 -3.05
H -0.95 -2.67 -2.15
H -1.45 -4.19 -4.50
O 4.11 -0.66 0.10
C 4.14 -1.64 1.13
C 5.61 -1.94 1.52
O 6.28 -2.61 0.48
H 4.09 -1.17 -0.72
H 3.55 -1.31 1.99
H 3.69 -2.56 0.75
H 5.64 -2.61 2.38
H 6.03 -0.95 1.70
H 6.58 -1.96 -0.16
O 0.20 1.58 2.47
C 0.98 1.22 3.61
C 2.41 1.74 3.43
O 2.55 3.06 3.92
H 0.39 2.51 2.30
H 0.57 1.76 4.47
H 0.92 0.16 3.85
H 2.73 1.68 2.38
H 3.03 1.03 3.98
H 2.82 3.68 3.21
O 1.85 1.21 -0.49
C 1.00 0.18 -1.04
C 0.72 -0.87 0.02
O -0.38 -0.52 0.86
H 2.75 0.87 -0.43
H 0.16 0.68 -1.50
H 1.56 -0.28 -1.87
H 1.63 -0.96 0.62
H 0.54 -1.86 -0.40
H -0.16 0.33 1.30

---

Preferred: model two; penalty for the next structure: 63.7 kcal/mol.